{
  "formula": "C40H100F4Li2N2O28S4",
  "method": "ωB97M-V/def2-TZVPD",
  "charge": 0,
  "homo_ev": -9.17,
  "energy_ha": -5806.83040,
  "elements": ["Li", "H", "H", "S", "C", "H", "H", "H", "C", "Li", "H", "H", "H", "H", "H", "H", "H", "C", "O", "O", "H", "C", "H", "H", "S", "H", "O", "H", "C", "H", "C", "C", "H", "H", "O", "O", "H", "H", "H", "C", "H", "H", "H", "F", "C", "O", "H", "H", "H", "C", "H", "O", "H", "C", "N", "C", "H", "C", "H", "H", "C", "H", "O", "C", "O", "H", "H", "F", "H", "O", "H", "O", "H", "O", "H", "H", "C", "C", "O", "H", "C", "C", "H", "H", "H", "H", "H", "H", "H", "H", "H", "H", "C", "H", "O", "H", "F", "H", "O", "O", "O", "C", "H", "H", "O", "H", "H", "O", "C", "C", "S", "C", "H", "H", "H", "H", "C", "H", "H", "H", "C", "O", "H", "C", "H", "H", "C", "H", "H", "O", "H", "H", "H", "C", "H", "H", "F", "C", "C", "H", "H", "H", "C", "H", "O", "H", "H", "H", "O", "H", "H", "H", "C", "C", "H", "O", "H", "N", "O", "O", "H", "H", "H", "H", "H", "H", "C", "H", "O", "H", "C", "C", "H", "S", "C", "O", "H", "H", "C", "C"],
  "xyz": [[1.089, -2.371, 2.946], [4.719, -4.720, 2.091], [-3.506, 2.716, 8.950], [0.926, -0.301, -0.293], [9.647, -4.788, 1.743], [-8.238, 7.930, -4.553], [-3.694, -4.201, -0.979], [-0.866, -10.468, -3.201], [-2.471, -9.480, -4.919], [-1.649, -3.304, 1.955], [5.139, -2.064, 3.250], [4.917, -3.196, 1.162], [-6.675, 5.393, -6.280], [-5.955, 3.466, -0.120], [6.221, 7.895, 6.897], [-9.738, 7.392, -5.211], [3.038, -2.582, 5.432], [-3.586, 5.132, 10.045], [-2.502, -4.953, 5.664], [-1.909, 3.638, 6.138], [-0.522, -2.035, -5.526], [-6.439, 6.941, 0.361], [-1.422, 5.407, 5.082], [-5.562, -4.421, 0.654], [0.105, -5.969, 4.528], [-3.546, 5.402, -3.376], [-2.743, 4.646, 9.038], [2.441, -7.092, -4.437], [-7.998, 3.290, 1.519], [-1.100, 3.346, 8.038], [-1.204, 4.851, 5.994], [-1.251, -2.627, -6.079], [-4.040, 3.973, 7.667], [3.500, -4.196, 0.955], [3.422, -3.179, 2.740], [1.455, -6.110, 5.077], [-1.957, 2.087, 7.357], [-5.338, -1.709, 1.497], [4.135, 3.677, -6.999], [9.573, -3.569, 0.736], [1.982, 0.892, 4.520], [5.871, 1.318, -5.985], [9.625, -3.682, -0.347], [-1.649, 0.515, 2.381], [-6.992, 5.972, -5.413], [5.265, 2.900, -4.771], [-3.528, -1.733, -10.776], [4.186, 0.095, -5.976], [-2.005, -1.744, -9.907], [-3.085, -1.661, -9.782], [6.416, 7.101, 3.515], [8.484, -2.722, 1.060], [-3.709, 4.402, 10.845], [8.426, -1.566, 0.182], [-0.507, -4.401, 4.241], [3.701, 0.338, -6.921], [4.256, 0.089, -7.826], [4.059, 2.448, -4.117], [-4.540, 5.413, 9.600], [8.727, -5.366, 1.655], [-4.061, 4.477, -3.638], [-7.939, 2.788, 2.485], [10.777, -5.547, 1.432], [-5.198, -2.389, 2.337], [0.374, 0.403, -1.480], [1.671, -5.603, -4.066], [-3.530, -5.982, 2.258], [0.318, -6.365, 2.951], [4.584, 5.314, 3.319], [-0.842, -6.995, 4.946], [-6.774, 5.235, -3.504], [-1.867, -1.943, -7.126], [-5.359, 3.234, 1.634], [-8.390, 5.885, -5.089], [4.002, 2.962, -3.157], [7.564, 7.613, 5.926], [4.486, 6.399, 3.282], [0.426, -8.671, -3.954], [-3.402, -0.461, -9.077], [-6.213, -2.642, 2.643], [2.395, 0.090, 5.131], [-2.608, 0.137, -8.092], [4.338, -1.638, 5.503], [7.043, 6.310, 7.077], [6.558, 2.874, -6.312], [-2.090, -0.018, -6.130], [-9.474, 6.948, -3.591], [-0.712, -9.071, -2.175], [-5.667, 6.572, -3.741], [8.058, -1.968, -0.762], [-4.498, 4.083, -2.721], [-7.964, 2.558, 0.711], [-5.804, 3.880, 0.877], [0.318, -8.731, -5.037], [-5.154, 6.399, 0.180], [4.057, 1.362, -4.025], [0.994, -1.813, -0.775], [3.219, 2.818, -4.705], [-4.318, -3.401, 2.111], [-4.998, 4.876, -4.640], [-6.984, 4.302, 1.483], [3.612, -1.952, 4.753], [9.721, -4.398, 2.758], [4.987, -3.455, 4.243], [5.881, 6.463, 5.421], [-4.786, -1.894, 3.216], [2.551, 6.853, 1.771], [0.573, -7.299, -3.474], [5.542, 7.128, 4.166], [4.216, -3.839, 1.695], [-0.901, 0.604, 0.879], [-3.248, 3.523, 8.265], [-1.594, 0.212, -8.483], [-3.826, 4.850, 0.627], [-3.133, 6.013, 10.501], [1.299, -9.234, -3.626], [-4.843, 5.142, 0.886], [-3.364, -5.856, -1.204], [-1.638, 5.518, 6.738], [-5.798, -4.939, 2.200], [-3.972, -5.691, 1.305], [3.282, 1.702, -6.972], [-2.973, 1.137, -7.858], [5.613, 2.369, -6.113], [9.391, -1.122, -0.065], [-9.027, 3.626, 1.398], [-4.988, -4.576, 1.567], [-0.823, -3.561, -6.446], [-3.559, -9.466, -4.978], [2.317, -0.123, 0.181], [10.490, -3.003, 0.900], [-0.146, 4.868, 6.254], [9.943, -7.096, 2.615], [3.348, 6.319, 1.254], [3.217, 5.245, 1.386], [-2.293, -10.541, -5.097], [-1.508, -2.786, 5.369], [10.867, -6.729, 2.167], [-0.824, -9.379, -3.214], [-1.910, -2.918, -5.262], [-4.571, 5.477, 1.887], [-3.402, -2.537, -9.217], [-8.940, 7.097, -4.529], [2.846, -0.330, -7.023], [-2.050, 0.510, -0.020], [-4.271, -6.625, 0.830], [2.253, -6.641, -2.738], [7.658, -0.879, 0.537], [-2.826, -5.102, 0.604], [5.262, 8.161, 4.370], [-3.352, 3.732, -3.998], [4.823, 2.603, -8.146], [-2.928, -4.951, -0.781], [-6.077, 5.680, -4.215], [-6.846, 6.986, -5.783], [2.740, -0.967, 4.234], [3.455, 6.473, 3.627], [-0.180, -0.747, 0.934], [-0.366, -4.401, 6.773], [4.497, 6.870, 1.954], [-6.647, 7.761, -0.327], [-1.927, -4.725, -1.149], [-6.740, 7.164, 1.384], [-3.538, -0.867, -6.443], [1.619, -0.135, 5.864], [3.122, 0.589, 5.771], [4.394, -2.714, 3.708], [-7.122, 6.159, 0.027], [-0.274, 1.932, 0.916], [-2.168, -8.913, -5.799], [1.768, -6.630, -3.714], [-2.536, -0.712, -6.843], [11.487, -6.481, 3.029], [-1.191, -4.347, 5.586], [4.431, 2.637, -7.130], [-2.115, -8.905, -3.698], [3.282, 6.610, 0.205], [11.272, -7.541, 1.563], [6.725, 7.081, 6.375], [-1.996, 3.172, 7.443]],
  "lowdin_charge": [0.743, 0.094, 0.122, 0.607, -0.193, 0.084, 0.090, 0.114, -0.155, 0.761, 0.132, 0.092, 0.126, 0.121, 0.077, 0.077, 0.132, -0.126, -0.269, -0.166, 0.083, -0.131, 0.089, 0.124, 0.597, 0.085, -0.239, 0.084, -0.093, 0.128, -0.106, -0.123, 0.130, 0.085, -0.220, -0.273, 0.116, 0.100, 0.120, -0.196, 0.095, 0.096, 0.120, -0.256, -0.186, -0.229, 0.081, 0.069, 0.082, -0.096, 0.119, -0.215, 0.083, -0.085, -0.338, -0.121, 0.090, -0.087, 0.084, 0.118, -0.086, 0.084, -0.182, -0.144, -0.267, 0.081, 0.126, -0.228, 0.120, -0.259, 0.123, -0.182, 0.125, -0.194, 0.086, 0.080, -0.232, -0.138, -0.186, 0.094, -0.085, -0.208, 0.131, 0.088, 0.117, 0.122, 0.081, 0.113, 0.122, 0.079, 0.075, 0.081, -0.192, 0.112, -0.198, 0.080, -0.217, 0.078, -0.190, -0.194, -0.219, -0.219, 0.126, 0.136, -0.207, 0.101, 0.081, -0.202, -0.142, -0.059, 0.460, -0.134, 0.125, 0.113, 0.086, 0.113, -0.132, 0.094, 0.076, 0.130, -0.127, -0.206, 0.130, -0.146, 0.086, 0.082, -0.168, 0.088, 0.083, -0.288, 0.113, 0.088, 0.083, -0.076, 0.087, 0.087, -0.224, -0.121, -0.138, 0.078, 0.113, 0.078, -0.094, 0.083, -0.307, 0.135, 0.084, 0.086, -0.265, 0.122, 0.086, 0.108, -0.093, -0.206, 0.106, -0.197, 0.108, -0.331, -0.253, -0.194, 0.084, 0.101, 0.088, 0.128, 0.089, 0.094, -0.185, 0.070, -0.276, 0.083, -0.137, -0.199, 0.089, 0.391, -0.137, -0.186, 0.088, 0.090, -0.119, -0.231]
}



{
  "formula": "C40H101BN7O19",
  "method": "ωB97M-V/def2-TZVPD",
  "e_above_lowest_kcal_mol": 0.0,
  "charge": -1,
  "homo_ev": -6.83,
  "energy_ha": -3422.46721,
  "elements": ["C", "N", "C", "H", "H", "O", "O", "O", "C", "H", "O", "H", "C", "H", "C", "H", "H", "H", "O", "H", "H", "H", "C", "H", "H", "O", "H", "H", "C", "C", "H", "C", "H", "H", "H", "H", "H", "H", "H", "O", "C", "H", "H", "H", "H", "H", "C", "O", "H", "C", "H", "C", "H", "H", "C", "H", "O", "H", "H", "H", "H", "H", "O", "H", "O", "N", "H", "H", "H", "H", "C", "C", "H", "C", "H", "H", "O", "H", "C", "H", "H", "H", "O", "H", "H", "H", "B", "H", "N", "C", "C", "H", "C", "H", "N", "H", "O", "H", "H", "H", "H", "C", "H", "C", "H", "H", "H", "C", "H", "H", "H", "H", "C", "H", "H", "C", "O", "H", "C", "H", "C", "H", "H", "H", "C", "C", "H", "H", "H", "H", "C", "H", "H", "N", "H", "O", "C", "H", "H", "H", "H", "C", "H", "C", "H", "N", "H", "C", "C", "N", "C", "H", "O", "C", "O", "C", "O", "H", "H", "H", "C", "H", "H", "H", "H", "H", "H", "H"],
  "xyz": [[-3.125, -6.349, 1.739], [-1.649, 0.751, -3.603], [-5.812, -4.207, -2.766], [3.239, -2.501, -3.275], [-3.154, -4.073, -1.205], [-0.602, -6.159, 1.334], [-2.838, 4.087, 1.479], [2.417, 2.159, -0.296], [6.143, 0.627, 4.352], [-4.207, 1.416, -3.425], [-5.727, -1.826, 4.134], [1.900, 9.449, -1.050], [4.939, -0.126, 4.925], [6.085, 0.573, 3.262], [1.248, -1.112, -4.510], [2.331, 4.298, 1.878], [-2.381, -6.656, -0.073], [-1.376, -0.825, 4.338], [3.897, 4.037, 3.230], [-6.886, -1.947, 1.628], [3.455, 8.845, -1.693], [0.038, -4.486, 0.217], [-1.475, 3.670, -0.515], [-1.259, -4.741, -3.578], [-0.143, -6.938, -2.581], [-1.140, -0.481, 0.445], [-2.219, -0.819, -5.764], [1.030, 4.832, 5.397], [4.922, 3.787, 2.287], [3.165, 0.010, -3.207], [8.276, 1.883, 5.134], [-1.604, -5.778, -3.662], [-2.631, 2.198, 0.126], [0.281, 2.329, 2.780], [-3.535, 5.992, 1.988], [-1.614, -1.960, -4.570], [2.583, 2.585, 2.417], [1.946, 6.940, -0.596], [2.760, 6.246, -4.229], [6.185, 1.896, 4.987], [-2.722, -0.218, -3.741], [0.941, -1.644, -3.599], [2.362, 9.854, -2.683], [-0.522, -5.951, -5.273], [3.487, 0.282, 3.617], [-2.683, -5.602, -3.621], [-1.098, -2.025, -1.293], [-3.857, -4.677, -1.482], [-3.510, 4.428, -0.409], [2.929, 5.436, -3.516], [2.649, 0.980, -3.180], [1.788, 1.172, -0.060], [-2.829, -0.725, -2.770], [1.386, -1.079, 6.289], [-1.902, -1.401, -0.102], [-1.802, -7.465, -2.422], [0.065, -1.387, -1.329], [-3.832, 4.790, 3.142], [6.997, 0.106, 4.803], [-5.101, -7.194, 2.052], [-2.889, -4.007, -5.378], [3.892, -1.974, 4.832], [-1.433, -2.965, -1.941], [-3.294, -5.267, 1.785], [1.222, -0.910, 0.763], [3.666, 0.562, 4.584], [-5.961, -5.290, -2.762], [5.247, 2.744, 2.386], [4.587, 3.848, 1.245], [-1.343, -6.047, -1.544], [-1.166, -6.575, -2.477], [-0.722, -4.784, 0.940], [-5.127, -2.097, 4.833], [-4.059, 0.480, -3.965], [-0.871, 0.199, -3.265], [5.606, -2.292, 4.689], [2.986, 0.071, 1.760], [-3.806, -6.042, -0.163], [-4.986, -3.808, -1.568], [4.397, -2.077, -4.356], [7.511, 3.404, 5.400], [1.459, -2.019, 3.951], [1.092, -0.621, 5.495], [-4.113, -1.506, 2.936], [-0.544, 3.206, 4.116], [2.940, 0.027, 5.067], [0.200, -0.485, -0.183], [-4.095, 0.769, -5.025], [3.383, 4.866, -1.132], [2.416, 9.068, -1.933], [-1.666, -6.624, 2.188], [-2.279, 5.565, 0.132], [1.986, 6.764, -1.676], [4.283, 4.398, -1.157], [1.725, 4.886, 4.650], [-2.989, -2.887, -6.818], [1.750, 7.913, -2.455], [2.083, 4.754, -3.606], [-0.293, 3.739, -2.309], [0.003, 4.082, 2.688], [-1.910, 1.486, -2.957], [-4.180, -7.022, 2.613], [0.575, -0.264, -4.378], [2.648, 3.640, 2.692], [-0.950, 5.254, -1.913], [-1.247, 1.688, -0.282], [-3.877, -8.032, 2.901], [-2.455, -1.297, -4.803], [-5.226, -3.986, -3.659], [4.523, 2.082, -2.153], [-4.423, -3.660, -5.937], [-1.641, -4.634, 0.370], [3.235, 5.935, -2.088], [-1.541, -6.075, 3.129], [4.626, -1.633, 3.343], [-1.210, 4.186, -1.917], [-3.603, -2.099, -5.003], [1.898, 2.830, 4.526], [1.643, 3.667, 3.865], [-4.514, -6.449, 3.480], [0.242, 3.248, 3.365], [1.168, 6.069, -1.883], [-6.798, -3.751, -2.841], [-0.891, -1.681, 3.009], [-6.017, -1.325, 1.825], [-3.438, -3.194, -5.873], [0.310, -2.517, 5.149], [-4.703, -2.750, -1.623], [-5.403, -1.000, 0.984], [-6.427, -0.369, 2.167], [-0.457, -1.024, 3.768], [2.779, 4.077, -1.353], [4.166, 6.504, -2.062], [-3.304, -6.784, 0.336], [-1.394, -7.675, 2.258], [-1.287, -6.401, -4.905], [-2.568, 4.507, 0.151], [1.257, 5.601, 4.081], [1.046, -1.726, -5.382], [6.016, 1.181, -2.091], [-4.981, -0.096, -3.890], [0.650, -1.643, 4.585], [5.692, 4.539, 2.451], [-5.092, -1.980, 2.863], [-2.012, 4.104, -2.650], [3.399, -2.181, -4.224], [-5.479, -3.796, -0.585], [2.743, -0.856, -4.377], [4.825, -1.579, 4.416], [-1.988, 2.275, -0.667], [2.092, 0.037, 0.966], [-0.287, -0.018, 3.384], [4.564, 0.256, -3.221], [4.935, 1.068, -2.120], [0.638, 0.866, -0.667], [7.447, 2.509, 4.783], [-3.001, -1.735, 0.225], [3.822, 4.919, -3.883], [2.963, -0.478, -2.243], [-0.625, -4.171, 1.838], [-3.812, 4.936, 2.060], [5.017, -0.088, 6.013], [-4.762, 4.650, 1.603], [-5.091, -3.043, 2.600], [7.530, 2.712, 3.713], [3.113, -0.459, -5.325], [-0.519, 3.649, 0.013], [4.545, 0.625, -1.199]],
  "lowdin_charge": [-0.430, 0.072, -0.067, 0.069, 0.045, -0.201, -0.200, 0.131, -0.215, 0.071, -0.102, 0.082, -0.404, 0.128, -0.059, 0.124, 0.019, 0.076, -0.166, 0.071, 0.082, 0.094, -0.390, 0.091, 0.083, 0.211, 0.128, 0.066, -0.104, -0.207, 0.078, -0.346, 0.075, 0.061, 0.085, 0.109, 0.098, 0.122, 0.072, -0.188, -0.427, 0.064, 0.082, 0.078, 0.025, 0.097, -0.380, -0.112, 0.131, -0.061, 0.133, -0.370, 0.116, 0.086, -0.379, 0.086, 0.215, 0.085, 0.118, 0.070, 0.070, 0.059, 0.150, 0.118, 0.254, 0.069, 0.078, 0.075, 0.062, 0.038, -0.072, -0.091, 0.071, -0.055, 0.035, 0.069, 0.134, 0.044, -0.298, 0.062, 0.086, 0.103, -0.100, 0.102, 0.075, 0.032, -0.905, 0.079, 0.046, -0.096, -0.170, 0.123, -0.221, 0.065, 0.043, 0.091, -0.187, 0.073, 0.073, 0.066, 0.036, -0.073, 0.058, -0.207, 0.063, 0.038, 0.072, -0.190, 0.055, 0.070, 0.085, 0.057, -0.420, 0.119, 0.071, -0.076, -0.205, 0.123, -0.444, 0.067, -0.054, 0.098, 0.074, 0.064, -0.085, -0.097, 0.111, 0.104, 0.056, 0.069, -0.078, 0.044, 0.133, 0.056, 0.127, -0.075, -0.215, 0.070, 0.081, 0.087, 0.072, -0.287, 0.088, -0.303, 0.080, 0.033, 0.109, -0.403, -0.062, 0.074, -0.375, 0.069, -0.181, -0.100, 0.179, -0.119, 0.154, 0.071, 0.124, 0.090, -0.110, 0.133, 0.091, 0.100, 0.080, 0.138, 0.134, 0.081]
}